Entry from the Open Molecules 2025 dataset: one molecule with the formula C9H15N5S in a non-equilibrium geometry (the ωB97M-V functional and the def2-TZVPD basis).

- Total charge: 0
- Maximum force: 5.65 eV Å⁻¹
- Energy: -1023.67089 Ha
- HOMO energy (alpha / beta): -4.55 / -8.22 eV
- Spin multiplicity: 3
- LUMO (alpha / beta): 0.8 / -1.6 eV

Structure (XYZ):
```
30
Properties=species:S:1:pos:R:3:lowdin_spin:R:1
C 0.491 -1.806 0.351 0.049
C -0.567 -0.965 -1.255 -0.007
C 1.861 -1.107 2.070 0.547
C 1.079 -2.172 1.603 0.426
C 2.026 1.954 3.563 0.001
C -2.067 0.330 -2.767 -0.001
C -2.128 -2.294 -2.635 0.000
C 1.950 2.692 2.190 0.013
C -1.278 -1.065 -2.538 -0.006
N -0.450 -2.124 -0.508 0.138
N 0.218 -0.007 -0.855 0.099
N 0.923 -0.498 0.150 0.115
N 1.695 -0.004 1.154 0.260
N 0.857 -3.402 2.215 0.247
S 2.553 1.565 0.977 0.037
H 2.277 -0.943 3.009 0.047
H 1.594 0.957 3.325 0.003
H 3.101 1.775 3.924 0.001
H 1.484 2.451 4.312 0.000
H -1.824 0.994 -1.983 0.001
H -3.186 0.065 -2.733 0.000
H -1.815 0.765 -3.745 0.000
H -3.057 -2.175 -2.008 0.000
H -1.641 -3.193 -2.212 0.000
H -2.497 -2.487 -3.621 0.000
H 2.511 3.621 2.156 0.001
H 0.858 2.877 1.975 0.001
H -0.336 -1.177 -3.187 -0.002
H 0.283 -4.044 1.658 0.005
H 1.668 -3.806 2.804 0.023
```



Entry from the Open Molecules 2025 dataset: one molecule with the formula C9H15NO2 in a non-equilibrium geometry (the ωB97M-V functional and the def2-TZVPD basis).

- Structure (SMILES): C=CC(C)(C)/C(C1CC1)=[N+](/[O-])O
- Total charge: 0
- Maximum force: 4.34 eV Å⁻¹
- Energy: -556.94762 Ha
- HOMO energy (alpha / beta): -8.27 / -8.27 eV
- Relative energy (zero: lowest compared OMol25 entry of this formula, charge and spin): 608.5 kJ/mol
- LUMO (alpha / beta): 0.8 / 0.8 eV

Structure (XYZ):
```
27
Properties=species:S:1:pos:R:3:nbo_charge:R:1
C 2.769 -0.087 0.452 -0.408
C 2.686 -0.447 -1.009 -0.398
C -1.529 -1.218 -1.875 -0.385
C -1.969 -0.716 -0.705 -0.152
C 1.510 0.185 -0.357 -0.305
C 0.313 -0.560 0.026 0.222
C -1.020 0.113 0.158 -0.125
C -1.530 0.169 1.596 -0.586
C -1.071 1.628 -0.375 -0.600
N 0.515 -1.808 0.378 0.321
O -0.686 -2.510 0.623 -0.559
O 1.574 -2.519 0.449 -0.564
H 2.605 -0.955 1.081 0.247
H 3.440 0.686 0.858 0.217
H 3.087 0.243 -1.773 0.218
H 2.598 -1.439 -1.216 0.240
H -2.130 -1.810 -2.511 0.197
H -0.512 -1.170 -2.195 0.187
H -3.049 -0.666 -0.599 0.211
H -0.322 -3.344 1.013 0.495
H 1.356 1.282 -0.351 0.239
H -1.176 -0.629 2.112 0.221
H -2.562 0.358 1.634 0.216
H -1.247 1.147 2.135 0.204
H -2.076 1.997 -0.280 0.218
H -0.874 1.851 -1.453 0.222
H -0.380 2.288 0.128 0.208
```



Entry from the Open Molecules 2025 dataset: one molecule with the formula C9H15NO3 in a non-equilibrium geometry (the ωB97M-V functional and the def2-TZVPD basis).

- Total charge: 0
- Maximum force: 3.81 eV Å⁻¹
- Energy: -632.16029 Ha
- HOMO energy (alpha / beta): -7.70 / -8.03 eV
- Relative energy (zero: lowest compared OMol25 entry of this formula, charge and spin): 804.9 kJ/mol
- LUMO (alpha / beta): -0.5 / 0.1 eV

Structure (XYZ):
```
28
Properties=species:S:1:pos:R:3:nbo_charge:R:1
C 2.015 0.644 1.964 0.662
C 0.617 -1.130 0.309 -0.493
C -0.523 -0.141 -0.075 0.058
C 1.176 -0.453 1.565 0.039
C 0.019 1.232 0.264 0.249
C 1.041 1.964 -0.540 -0.736
C -0.933 2.092 1.039 -0.691
C -0.789 -2.431 -2.497 -0.633
C -1.587 -1.203 -2.036 -0.063
N 1.001 -0.802 2.971 -0.292
O 2.818 1.480 1.566 -0.610
O 1.654 0.406 3.304 -0.384
O -0.722 -0.237 -1.488 -0.569
H 0.096 -2.024 0.578 0.227
H 1.498 -1.382 -0.326 0.253
H -1.481 -0.391 0.507 0.188
H 1.975 1.799 -0.061 0.293
H 0.830 3.112 -0.707 0.232
H 0.938 1.357 -1.446 0.247
H -1.672 2.487 0.293 0.231
H -0.410 2.924 1.478 0.233
H -1.627 1.679 1.685 0.216
H 0.053 -2.759 -1.608 0.207
H -1.531 -3.255 -2.694 0.219
H -0.173 -2.138 -3.421 0.219
H -2.147 -1.474 -1.119 0.157
H -2.173 -0.708 -2.835 0.195
H 0.037 -0.648 3.327 0.344
```



Entry from the Open Molecules 2025 dataset: C9H15NOSi as an isolated structure in a non-equilibrium geometry (the ωB97M-V functional and the def2-TZVPD basis).

- Total charge: 0
- Maximum force: 2.88 eV Å⁻¹
- Energy: -771.29469 Ha
- HOMO energy: -7.33 eV
- Relative energy (zero: lowest compared OMol25 entry of this formula, charge and spin): 272.1 kJ/mol
- LUMO: 0.7 eV

Structure (XYZ):
```
27
Properties=species:S:1:pos:R:3:nbo_charge:R:1
C -0.371 2.558 1.383 -0.214
C -1.946 2.290 1.185 0.023
C 2.428 0.070 1.013 0.882
C -0.119 2.101 0.154 -0.196
C -1.600 1.829 -0.013 -0.246
C -3.111 2.385 2.095 -0.674
C 2.107 -2.772 0.105 -1.111
C 1.427 -1.279 -2.847 -1.096
C -0.783 -1.709 -0.929 -1.083
N 1.620 -0.100 0.164 -0.939
O 3.214 0.193 1.845 -0.525
Si 1.170 -1.432 -0.932 1.708
H 0.040 3.117 2.182 0.198
H 0.761 2.045 -0.424 0.217
H -1.879 1.400 -0.995 0.202
H -4.119 2.588 1.654 0.232
H -3.091 3.215 2.820 0.225
H -3.163 1.472 2.761 0.230
H 1.376 -3.538 0.347 0.235
H 2.969 -3.239 -0.375 0.242
H 2.468 -2.469 1.147 0.246
H 2.420 -1.412 -3.234 0.241
H 0.624 -1.929 -3.213 0.246
H 0.996 -0.286 -3.220 0.248
H -1.283 -1.379 -1.906 0.235
H -0.960 -2.673 -0.529 0.236
H -1.193 -1.044 -0.237 0.241
```



Entry from the Open Molecules 2025 dataset: a 2-piece molecular cluster, C9H15NPS overall in a non-equilibrium geometry (the ωB97M-V functional and the def2-TZVPD basis).

- Total charge: +1
- Maximum force: 3.55 eV Å⁻¹
- Energy: -1145.92558 Ha
- HOMO energy: -11.63 eV
- Relative energy (zero: lowest compared OMol25 entry of this formula, charge and spin): 53.0 kJ/mol
- LUMO: -4.7 eV

Structure (XYZ):
```
27
Properties=species:S:1:pos:R:3:nbo_charge:R:1
C -3.605 0.089 0.970 -0.185
C -3.212 0.687 -0.221 -0.193
C -2.656 -0.490 1.795 -0.187
C -1.873 0.686 -0.552 -0.207
C -1.320 -0.505 1.544 -0.224
C -0.919 0.024 0.313 -0.362
C 0.570 -2.691 -0.331 -0.609
C 1.109 -1.421 -1.036 -0.715
C 2.932 2.109 -0.898 0.094
N 2.400 3.271 -0.980 -0.644
P 0.874 0.131 -0.039 0.721
S 1.971 -0.357 1.666 -0.276
H -4.592 0.070 1.392 0.232
H -3.976 1.111 -0.803 0.228
H -2.976 -0.834 2.856 0.223
H -1.559 1.181 -1.522 0.223
H -0.704 -0.821 2.353 0.239
H 1.133 -2.715 0.548 0.190
H -0.470 -2.479 -0.060 0.223
H 0.561 -3.633 -0.827 0.238
H 0.351 -1.422 -1.929 0.257
H 2.143 -1.416 -1.397 0.227
H 3.100 1.423 -1.748 0.240
H 3.610 1.824 -0.074 0.242
H 2.534 4.070 -0.327 0.445
H 2.438 -1.507 1.210 0.154
H 2.134 3.615 -1.903 0.427
```



Entry from the Open Molecules 2025 dataset: one molecule with the formula C9H15NSSi in a non-equilibrium geometry (the ωB97M-V functional and the def2-TZVPD basis).

- Structure (SMILES): C/C(=N\[Si](C)(C)C)c1cccs1
- Total charge: 0
- Maximum force: 7.43 eV Å⁻¹
- Energy: -1094.34494 Ha
- HOMO energy: -8.44 eV
- Relative energy (zero: lowest compared OMol25 entry of this formula, charge and spin): 16.7 kJ/mol
- LUMO: -0.4 eV

Structure (XYZ):
```
27
Properties=species:S:1:pos:R:3:nbo_charge:R:1
C -2.832 3.787 1.132 -0.273
C -2.815 2.724 0.179 -0.194
C -1.707 3.896 1.869 -0.404
C -1.668 2.016 0.276 -0.248
C -1.212 0.923 -0.417 0.335
C -2.015 0.218 -1.441 -0.682
C 1.887 -1.673 -0.989 -1.093
C 2.115 -0.541 1.852 -1.126
C -0.318 -2.322 1.186 -1.114
N -0.041 0.450 0.120 -0.952
Si 0.819 -0.978 0.513 1.764
S -0.633 2.637 1.615 0.495
H -3.812 4.384 1.192 0.226
H -3.625 2.272 -0.363 0.225
H -1.449 4.618 2.597 0.238
H -1.381 -0.348 -2.187 0.248
H -2.573 -0.546 -0.962 0.243
H -2.746 0.921 -1.960 0.224
H 1.074 -2.118 -1.559 0.211
H 2.304 -0.805 -1.514 0.232
H 2.705 -2.437 -0.831 0.237
H 2.215 -1.162 2.741 0.233
H 3.179 -0.441 1.542 0.234
H 1.924 0.468 2.086 0.235
H 0.163 -3.235 0.911 0.237
H -0.494 -2.267 2.260 0.244
H -1.319 -2.283 0.630 0.224
```



Entry from the Open Molecules 2025 dataset: one molecule with the formula C9H15P in a non-equilibrium geometry (the ωB97M-V functional and the def2-TZVPD basis).

- Structure (SMILES): CC(C)/C=C/CCC=C=P
- Total charge: 0
- Maximum force: 4.09 eV Å⁻¹
- Energy: -693.12911 Ha
- HOMO energy: -8.85 eV
- Relative energy (zero: lowest compared OMol25 entry of this formula, charge and spin): 182.8 kJ/mol
- LUMO: 0.4 eV

Structure (XYZ):
```
25
Properties=species:S:1:pos:R:3:nbo_charge:R:1
C -0.108 -0.631 0.036 -0.197
C 0.693 0.243 0.690 -0.178
C -3.318 0.558 0.031 -0.372
C -1.292 -1.320 0.543 -0.438
C -3.511 -0.554 -0.644 -0.266
C -2.433 -1.608 -0.518 -0.415
C 3.226 0.473 0.998 -0.612
C 2.185 0.756 -1.429 -0.595
C 1.937 0.894 0.173 -0.249
P -3.090 1.770 1.028 0.410
H 0.224 -0.879 -0.952 0.185
H -0.856 -2.256 0.775 0.224
H -1.594 -0.843 1.607 0.217
H 0.407 0.571 1.743 0.192
H -4.277 -0.746 -1.365 0.234
H -1.833 -1.903 -1.414 0.219
H -2.915 -2.639 -0.257 0.217
H 3.970 -0.105 0.415 0.210
H 2.834 -0.100 1.834 0.210
H 3.750 1.306 1.562 0.210
H 1.518 0.135 -1.923 0.200
H 3.251 0.413 -1.528 0.202
H 2.114 1.723 -1.843 0.209
H 1.806 1.971 0.380 0.204
H -2.686 2.771 0.057 -0.024
```



Entry from the Open Molecules 2025 dataset: C9H16BBr27NbO3 as an isolated structure in a non-equilibrium geometry (the ωB97M-V functional and the def2-TZVPD basis).

- Total charge: -1
- Maximum force: 4.02 eV Å⁻¹
- Energy: -70158.34925 Ha
- HOMO energy: -5.44 eV
- Relative energy (zero: lowest compared OMol25 entry of this formula, charge and spin): 104.9 kJ/mol
- LUMO: 1.1 eV

Structure (XYZ):
```
57
Properties=species:S:1:pos:R:3:nbo_charge:R:1
O 1.618 6.609 0.712 -0.952
B 1.643 5.435 -0.010 1.232
O 0.722 5.324 -1.011 -0.911
O 2.536 4.465 0.234 -0.992
Nb 1.959 3.032 1.578 1.771
H 1.035 6.467 1.477 0.497
H 0.526 4.384 -1.157 0.491
H 0.756 4.122 2.451 -0.480
H 0.659 2.423 0.398 -0.493
H 3.178 1.795 0.953 -0.386
H 3.276 3.510 2.787 -0.411
H 1.433 1.710 2.695 -0.368
C -1.321 8.792 2.753 -0.503
Br -1.791 9.663 4.404 0.073
Br -1.115 6.898 2.982 0.121
Br -2.571 9.213 1.352 0.082
H -0.361 9.181 2.452 0.228
C -2.409 0.570 2.529 -0.494
Br -2.449 0.212 0.636 0.074
Br -1.063 -0.480 3.417 0.090
Br -2.204 2.442 2.892 0.126
H -3.361 0.265 2.930 0.217
C -0.024 -0.635 -2.683 -0.501
Br -0.119 -1.027 -4.579 0.042
Br 1.332 -1.674 -1.808 0.107
Br 0.204 1.235 -2.341 0.137
H -0.971 -0.928 -2.259 0.218
C 1.604 -4.334 -5.423 -0.502
Br 1.583 -4.675 -7.318 0.072
Br 0.438 -5.530 -4.472 0.085
Br 3.388 -4.383 -4.714 0.098
H 1.226 -3.335 -5.267 0.236
C 2.192 -4.868 1.345 -0.505
Br 1.296 -3.317 2.030 0.118
Br 2.018 -4.975 -0.568 0.088
Br 4.034 -4.937 1.900 0.081
H 1.704 -5.734 1.760 0.215
C 1.418 11.596 6.477 -0.501
Br -0.133 12.653 6.045 0.085
Br 1.115 10.518 8.041 0.090
Br 2.010 10.533 4.989 0.108
H 2.214 12.284 6.711 0.221
C -3.583 -7.194 -3.719 -0.504
Br -3.647 -7.492 -5.618 0.089
Br -2.184 -8.229 -2.897 0.088
Br -3.402 -5.329 -3.303 0.104
H -4.520 -7.529 -3.306 0.223
C -1.425 -5.597 4.820 -0.499
Br -1.205 -3.690 4.783 0.120
Br -3.282 -6.089 4.936 0.081
Br -0.576 -6.461 3.321 0.072
H -0.942 -5.965 5.711 0.222
C -0.491 -8.068 -7.949 -0.501
Br 0.967 -8.115 -9.202 0.091
Br -2.180 -8.260 -8.856 0.082
Br -0.274 -9.383 -6.566 0.097
H -0.482 -7.096 -7.476 0.233
```